{"formula": "C45H55Br2N4NiP", "method": "ωB97M-V/def2-TZVPD", "elements": ["Br", "Br", "Ni", "P", "N", "N", "N", "N", "C", "C", "C", "C", "C", "C", "C", "C", "C", "C", "C", "C", "C", "C", "C", "C", "C", "C", "C", "C", "C", "C", "C", "C", "C", "C", "C", "C", "C", "C", "C", "C", "C", "C", "C", "C", "C", "C", "C", "C", "C", "C", "C", "C", "C", "H", "H", "H", "H", "H", "H", "H", "H", "H", "H", "H", "H", "H", "H", "H", "H", "H", "H", "H", "H", "H", "H", "H", "H", "H", "H", "H", "H", "H", "H", "H", "H", "H", "H", "H", "H", "H", "H", "H", "H", "H", "H", "H", "H", "H", "H", "H", "H", "H", "H", "H", "H", "H", "H", "H"], "coordinates": [[-0.7822, -2.1082, 1.0016], [-3.6928, -1.7703, -0.3760], [0.1364, -0.2034, -0.2710], [2.2022, -0.7427, -0.8960], [0.9906, 0.6775, 1.2781], [-1.4513, 3.5387, -0.7727], [-1.1838, 1.8404, -2.3171], [-0.9862, 1.3643, -0.0828], [0.0927, 4.2247, 2.0702], [-1.3750, -0.9577, -4.6709], [-1.3099, 4.6200, -1.6857], [-1.0692, 0.5086, -2.7969], [-1.3832, 0.3306, -4.1541], [3.1243, -0.0466, 0.4797], [2.9216, -2.4454, -1.0144], [2.3600, -0.2659, -3.7088], [-1.1974, 2.2182, -1.0221], [-1.0870, -2.0417, -3.8478], [3.0798, 0.9689, 2.6250], [-1.0521, 4.6088, 2.6403], [-1.7307, 1.5105, -5.0309], [-0.7454, -1.8102, -2.5209], [2.0908, -3.3711, -1.9152], [-0.7543, 3.0239, 4.6513], [4.5138, -0.1415, 0.5653], [6.7382, 0.2303, 1.7353], [2.3463, 0.5596, 1.4803], [-0.0704, 1.1937, 3.6002], [-2.7156, 4.6652, 4.4916], [-1.4079, 1.6736, 4.2251], [-1.1376, 1.6908, 1.2896], [3.0123, -3.0887, 0.3764], [-3.2586, 5.7380, -0.5165], [-2.1763, 5.7096, -1.5709], [-2.3187, 2.0167, 1.8332], [-0.6873, -0.5335, -1.9690], [0.3700, -0.1716, 4.0671], [4.4612, 0.8670, 2.6871], [-3.6109, 2.0447, 1.0540], [-2.3764, 2.4101, 3.2753], [-1.7240, 3.8127, 3.7216], [-2.0286, 6.7648, -2.4686], [-0.1886, 5.6738, -3.5496], [2.8696, 0.2066, -2.3383], [2.5171, 1.6858, -2.1229], [-0.3036, 4.6219, -2.6506], [0.1389, 1.5491, 2.0663], [0.7726, 5.0125, 0.9831], [0.5765, 2.5688, 4.0116], [-2.7019, -2.1766, 1.1989], [-1.0590, 6.7515, -3.4645], [5.2280, 0.3305, 1.6502], [0.7709, 2.9634, 2.5228], [-3.4085, 2.3676, 3.6301], [5.0643, -0.6159, -0.2510], [2.6306, -4.3085, -2.0821], [-1.5250, 5.5459, 2.3258], [0.6949, -0.1374, 5.1139], [-0.4692, -0.8715, 4.0030], [-3.5378, 4.9798, 3.8373], [0.5937, 5.6533, -4.3024], [-3.5422, 1.4783, 0.1255], [1.0096, 4.3629, 0.1305], [-0.7072, 3.3701, 5.6860], [-2.9604, -1.4624, 1.9648], [2.8718, 2.2798, -2.9716], [7.1598, -0.1561, 0.8040], [2.7044, 0.4260, -4.4839], [-2.6410, 2.0227, -4.6944], [2.5585, 1.3410, 3.4969], [3.9532, 0.0796, -2.2959], [2.0485, -3.0284, 0.8954], [-1.9058, 1.1827, -6.0548], [1.1814, -0.5770, 3.4645], [-2.9387, -3.1884, 1.4786], [-1.8550, 0.9814, 4.9394], [-0.5179, -2.6593, -1.8915], [3.7550, -2.6142, 1.0140], [-2.2313, 5.5632, 4.8893], [1.7242, 5.4166, 1.3461], [0.1556, 5.8438, 0.6258], [2.9610, 2.0841, -1.2080], [-0.9256, 2.2543, -5.0582], [-2.8962, 5.4286, 0.4695], [-4.4154, 1.6177, 1.6585], [0.4059, 3.7994, -2.6824], [-3.1467, 4.1086, 5.3319], [-0.9775, 7.5811, -4.1575], [-1.6107, -1.1093, -5.7210], [1.1479, -3.6172, -1.4196], [-2.6996, 7.6150, -2.3834], [-1.5332, 3.7593, 0.2121], [3.9216, -2.3308, -1.4344], [7.0570, -0.4363, 2.5420], [4.9637, 1.2083, 3.5897], [-1.4540, 2.5442, -2.9802], [1.8472, -2.9407, -2.8865], [-4.0798, 5.0652, -0.7817], [1.2695, -0.2948, -3.7456], [3.2636, -4.1496, 0.2748], [1.4285, 1.8090, -2.0479], [7.1962, 1.2056, 1.9248], [1.4540, 2.6452, 4.6546], [2.7343, -1.2571, -3.9722], [-3.9192, 3.0681, 0.8005], [-3.6642, 6.7444, -0.4172], [1.8177, 3.0044, 2.2361], [-1.1131, -3.0527, -4.2430]], "atomic_forces_ev_per_a": [[-0.24, -0.62, 0.37], [-0.09, 0.12, -0.24], [0.48, 1.76, -0.64], [-0.28, -0.05, 0.19], [0.55, -0.29, 0.19], [-0.18, 0.32, -0.15], [0.25, -0.14, -0.20], [-0.34, -0.62, 0.63], [0.05, -0.10, 0.06], [0.01, -0.02, -0.01], [0.01, -0.28, 0.09], [-0.37, 0.35, -0.23], [-0.14, 0.02, -0.06], [0.32, -0.11, -0.22], [-0.37, -0.26, -0.06], [0.09, -0.05, 0.11], [0.00, 0.17, -0.20], [-0.01, 0.12, 0.11], [0.15, 0.05, 0.16], [-0.11, 0.02, 0.03], [-0.02, -0.05, 0.01], [-0.23, -0.19, -0.39], [0.09, -0.01, 0.00], [-0.03, -0.22, -0.15], [0.01, -0.06, -0.23], [-0.19, 0.04, -0.01], [-0.44, 0.23, 0.28], [0.14, 0.34, -0.03], [-0.14, 0.00, 0.06], [0.09, 0.26, 0.01], [-0.20, 0.00, -0.24], [0.00, 0.02, -0.01], [0.07, -0.02, -0.06], [-0.16, 0.10, 0.07], [-0.10, 0.05, -0.01], [0.56, -0.44, 0.31], [0.04, -0.06, 0.12], [-0.17, 0.06, 0.10], [0.11, 0.12, 0.03], [0.19, 0.16, 0.00], [0.06, -0.17, -0.23], [0.02, 0.02, 0.04], [-0.01, -0.01, 0.02], [-0.36, 0.02, -0.21], [-0.05, -0.05, -0.01], [0.15, 0.00, -0.04], [0.39, 0.02, 0.26], [0.04, -0.04, 0.00], [-0.21, -0.15, -0.13], [0.11, -0.03, 0.15], [-0.04, -0.06, 0.08], [0.16, 0.00, 0.08], [-0.27, -0.06, -0.01], [0.00, 0.01, -0.01], [-0.12, 0.08, 0.11], [-0.01, 0.06, 0.02], [0.10, -0.19, 0.08], [-0.06, -0.01, -0.08], [0.04, 0.01, -0.01], [0.07, 0.00, 0.08], [-0.09, 0.01, 0.10], [0.03, -0.01, -0.01], [-0.02, 0.09, 0.11], [0.00, -0.04, -0.10], [-0.08, 0.08, 0.09], [0.00, -0.03, 0.06], [-0.07, 0.03, 0.06], [0.00, -0.02, 0.05], [0.06, -0.05, -0.01], [0.12, 0.01, -0.13], [0.12, 0.06, 0.00], [0.05, -0.01, -0.07], [0.01, 0.01, 0.02], [-0.01, 0.01, 0.04], [-0.09, -0.15, 0.15], [0.01, 0.00, -0.05], [-0.01, 0.03, -0.03], [0.00, 0.01, -0.02], [-0.03, -0.08, -0.01], [-0.07, -0.04, -0.03], [0.07, -0.09, 0.05], [-0.01, -0.04, -0.03], [-0.04, -0.05, 0.00], [-0.01, 0.05, -0.14], [0.02, 0.00, -0.02], [-0.09, 0.13, -0.02], [0.04, 0.06, -0.11], [-0.01, -0.06, 0.06], [0.02, 0.02, 0.10], [0.15, -0.01, -0.02], [0.06, -0.07, -0.01], [0.03, 0.04, 0.06], [0.15, -0.02, -0.04], [-0.05, 0.02, -0.03], [-0.06, -0.02, -0.04], [0.01, 0.00, -0.05], [0.02, 0.01, 0.05], [0.07, 0.01, 0.01], [0.05, 0.01, 0.02], [-0.01, 0.09, 0.00], [0.16, -0.06, -0.04], [-0.06, -0.05, -0.02], [-0.01, 0.00, -0.06], [0.00, 0.03, 0.05], [0.05, -0.08, 0.05], [-0.01, -0.02, -0.03], [0.09, -0.04, -0.02], [0.01, 0.08, 0.03]], "lowdin_charge": [0.840, 0.659, 0.031, 1.086, -0.014, 0.166, 0.147, 0.095, -0.229, -0.066, -0.204, -0.212, -0.227, -0.313, -0.505, -0.090, -0.353, -0.089, -0.027, 0.000, -0.044, -0.180, -0.117, -0.098, -0.074, -0.061, -0.296, -0.279, -0.043, -0.099, -0.148, -0.108, -0.030, -0.204, -0.166, -0.207, -0.023, -0.038, -0.025, -0.115, -0.360, -0.043, -0.076, -0.491, -0.107, -0.036, -0.238, -0.035, -0.101, -0.994, -0.084, -0.290, -0.089, 0.138, 0.111, 0.081, 0.115, 0.093, 0.068, 0.085, 0.106, 0.059, 0.078, 0.143, -0.005, 0.080, 0.069, 0.079, 0.087, 0.085, 0.102, 0.047, 0.077, 0.061, -0.009, 0.144, 0.048, 0.066, 0.088, 0.090, 0.080, 0.076, 0.080, 0.054, 0.082, 0.104, 0.088, 0.103, 0.106, 0.058, 0.112, 0.104, 0.104, 0.074, 0.113, 0.099, 0.054, 0.088, 0.052, 0.082, 0.047, 0.073, 0.138, 0.067, 0.070, 0.080, 0.130, 0.102], "energy_ha": -8964.45464, "max_force_ev_per_a": 1.9, "gap_ev": 6.9}